Entry 1:
# C4H10N2O

An isolated molecule of C4H10N2O in a non-equilibrium geometry (wB97M-V/def2-TZVPD, the Open Molecules 2025 dataset).

For the strongest force on any atom, the calculation gives 3.972 eV Å⁻¹. The LUMO energy is 0.639 eV. Its highest occupied orbital energy is -8.449 eV. Its net charge is 0. Its SMILES is C[C@@H](C=O)NCN. As for the spin multiplicity: 1. The calculation puts the gap between HOMO and LUMO at 9.088 eV.

CARTESIAN COORDINATES (ANGSTROEM)
O 1.4875 2.2640 0.9052
C 1.4286 1.6607 -0.1843
C 0.9117 0.1898 -0.2128
C 1.2854 -0.6831 -1.3618
N -0.5688 0.2139 -0.0991
C -1.5790 -0.7122 0.4005
N -1.7984 -0.3406 1.7851
H 1.5015 2.3370 -1.0681
H 1.0625 -0.2883 0.7412
H 0.5931 -0.4167 -2.1641
H 2.4214 -0.7787 -1.4857
H 1.0091 -1.7583 -0.9671
H -0.9720 0.7824 -0.8141
H -1.3976 -1.7839 0.2376
H -2.5817 -0.4117 -0.1378
H -1.2267 -0.9388 2.3347
H -1.5767 0.6645 2.0907

***

Entry 2:
# C4H10N2O

An isolated molecule of C4H10N2O in a non-equilibrium geometry (wB97M-V/def2-TZVPD, the Open Molecules 2025 dataset).

For the strongest force on any atom, the calculation gives 2.722 eV Å⁻¹. The LUMO energy is 0.925 eV. Its highest occupied orbital energy is -8.608 eV. Its net charge is 0. Its SMILES is CN[C@@H](C)C(N)=O. As for the spin multiplicity: 1. The calculation puts the gap between HOMO and LUMO at 9.533 eV.

CARTESIAN COORDINATES (ANGSTROEM)
C -0.7753 1.5423 0.7549
N -0.9358 0.5567 -0.3043
C 1.3422 0.2843 -1.2401
C 0.0453 -0.3902 -0.7817
C 0.3995 -1.2661 0.4578
N -0.6817 -1.9291 1.0085
O 1.5365 -1.5446 0.7581
H -0.0528 2.3275 0.4458
H -0.3866 1.1635 1.6889
H -1.7251 2.0445 0.8834
H -1.5489 0.9588 -0.9982
H 1.6512 1.0180 -0.5016
H 2.1137 -0.4615 -1.4274
H 1.2812 0.8140 -2.1902
H -0.3852 -1.0713 -1.5056
H -1.4165 -1.3442 1.3456
H -0.4617 -2.7027 1.6061

***

Entry 3:
# C4H10N2O

A cluster of 2 separate species, C4H10N2O in total in a non-equilibrium geometry (wB97M-V/def2-TZVPD, the Open Molecules 2025 dataset).

For the strongest force on any atom, the calculation gives 3.146 eV Å⁻¹. The LUMO energy is 0.912 eV. Its highest occupied orbital energy is -8.293 eV. Its net charge is 0. Its SMILES is N/C=C/N.CC=O. As for the spin multiplicity: 1. The calculation puts the gap between HOMO and LUMO at 9.205 eV.

CARTESIAN COORDINATES (ANGSTROEM)
C 0.8664 1.5974 0.0839
C 1.4973 0.9082 1.0835
N 1.1942 0.9838 2.4690
N 1.1925 1.4787 -1.3146
H 0.1880 2.3952 0.3614
H 2.3476 0.2606 0.8512
H 1.8372 0.4329 3.0413
H 0.2124 0.8328 2.6601
H 1.3057 2.4521 -1.6295
H 0.3952 1.0831 -1.8623
O -1.9286 -1.5372 -1.9660
C -1.2730 -1.9215 -0.9992
C -1.4817 -1.5052 0.3719
H -0.5045 -2.6905 -1.2082
H -0.6554 -0.8280 0.7066
H -1.6035 -2.3769 1.0501
H -2.4552 -0.9746 0.4368

***

Entry 4:
# C4H10N2O

An isolated molecule of C4H10N2O in a non-equilibrium geometry (wB97M-V/def2-TZVPD, the Open Molecules 2025 dataset).

For the strongest force on any atom, the calculation gives 4.129 eV Å⁻¹. The LUMO energy is 0.944 eV. Its highest occupied orbital energy is -8.807 eV. Its net charge is 0. Its SMILES is NCNCCC=O. As for the spin multiplicity: 1. The calculation puts the gap between HOMO and LUMO at 9.751 eV.

CARTESIAN COORDINATES (ANGSTROEM)
C 0.5980 -0.1102 0.8965
C 0.2843 -1.5539 0.4494
C 1.2549 -1.9645 -0.6544
O 2.1705 -2.6399 -0.2540
N 0.5329 0.9786 -0.0819
C -0.7425 1.0019 -0.8788
N -1.6601 1.8537 -0.1581
H 1.5490 -0.0758 1.4951
H -0.1258 0.0551 1.7071
H 0.3952 -2.2489 1.2896
H -0.8165 -1.4090 0.3023
H 1.0424 -1.6283 -1.6765
H 0.8662 1.7713 0.4289
H -0.3389 1.5212 -1.7770
H -1.1458 0.0263 -1.1148
H -1.2128 2.6341 0.3229
H -2.6510 1.7883 -0.2964

***

Entry 5:
# C4H10N2O

An isolated molecule of C4H10N2O in a non-equilibrium geometry (wB97M-V/def2-TZVPD, the Open Molecules 2025 dataset).

For the strongest force on any atom, the calculation gives 1.895 eV Å⁻¹. The LUMO energy is 0.927 eV. Its highest occupied orbital energy is -9.044 eV. Its net charge is 0. Its SMILES is CNC(=O)[C@@H](C)N. As for the spin multiplicity: 1. The calculation puts the gap between HOMO and LUMO at 9.971 eV.

CARTESIAN COORDINATES (ANGSTROEM)
N 1.2161 0.6019 0.7500
C 0.0244 -0.2273 0.7561
C 0.0609 -1.3897 1.7003
C -0.2060 -0.7377 -0.6814
N -0.5554 0.1513 -1.6517
C -0.6254 1.5794 -1.4747
O -0.1054 -1.9267 -0.9354
H 1.7853 0.5780 1.5725
H 1.6582 0.7169 -0.1403
H -0.8498 0.3519 1.0644
H 0.9453 -2.0285 1.5667
H -0.6983 -2.1478 1.5100
H 0.0547 -1.0996 2.7531
H -0.7064 -0.3105 -2.5296
H 0.2517 2.1219 -1.8361
H -1.5348 1.9419 -1.9556
H -0.7152 1.8243 -0.4683

***

Entry 6:
# C4H10N2O

An isolated molecule of C4H10N2O in a non-equilibrium geometry (wB97M-V/def2-TZVPD, the Open Molecules 2025 dataset).

For the strongest force on any atom, the calculation gives 2.599 eV Å⁻¹. The LUMO energy is 0.917 eV. Its highest occupied orbital energy is -8.810 eV. Its net charge is 0. Its SMILES is CCNCC(N)=O. As for the spin multiplicity: 1. The calculation puts the gap between HOMO and LUMO at 9.727 eV.

CARTESIAN COORDINATES (ANGSTROEM)
C 1.0393 1.3962 1.7896
C 0.7769 0.5867 0.5262
N -0.2665 -0.3918 0.6310
C -0.1761 -1.4201 -0.4155
C -0.9109 -1.0629 -1.7216
N -1.6110 0.0831 -1.6808
O -0.6677 -1.8128 -2.6508
H 1.7971 0.8387 2.3465
H 1.3968 2.4135 1.5170
H 0.1343 1.5251 2.3806
H 0.5545 1.1903 -0.3643
H 1.7568 0.2278 0.1267
H -0.5728 -0.7156 1.5316
H 0.8496 -1.7211 -0.6423
H -0.6079 -2.3289 0.0286
H -1.6619 0.6478 -0.8524
H -1.8305 0.5440 -2.5501

***

Entry 7:
# C4H10N2O

The ion C4H10N2O with charge +1 in a non-equilibrium geometry (wB97M-V/def2-TZVPD, the Open Molecules 2025 dataset).

Its expectation value of S² is 0.76. For the strongest force on any atom, the calculation gives 1.193 eV Å⁻¹. The LUMO energy (spin up / spin down) is -4.486 / -8.999 eV. Its highest occupied orbital energy (spin up / spin down) is -13.279 / -13.104 eV. Its net charge is +1. As for the spin multiplicity: 2. The calculation puts the gap between HOMO and LUMO (spin up / spin down) at 8.793 / 4.106 eV.

CARTESIAN COORDINATES (ANGSTROEM)
O 3.4613 -0.7225 -1.0183
C 2.4964 -0.0377 -1.0523
N 1.9781 0.3826 0.2494
C 0.6526 0.0842 0.6597
C -0.4476 0.6401 -0.2353
C -1.8239 0.2766 0.3226
N -2.3238 -0.9318 -0.3103
H 1.9154 0.2951 -1.9171
H 2.7054 0.2959 0.9671
H 0.5539 0.4573 1.6842
H 0.5805 -1.0163 0.7567
H -0.3510 1.7290 -0.2757
H -0.3703 0.2701 -1.2640
H -1.7305 0.1593 1.4140
H -2.5073 1.0986 0.1362
H -3.1499 -1.2991 0.1487
H -1.6393 -1.6814 -0.2657

***

Entry 8:
# C4H10N2O

The ion C4H10N2O with charge +1 in a non-equilibrium geometry (wB97M-V/def2-TZVPD, the Open Molecules 2025 dataset).

Its expectation value of S² is 0.76. For the strongest force on any atom, the calculation gives 1.722 eV Å⁻¹. The LUMO energy (spin up / spin down) is -3.373 / -8.056 eV. Its highest occupied orbital energy (spin up / spin down) is -14.734 / -14.158 eV. Its net charge is +1. As for the spin multiplicity: 2. The calculation puts the gap between HOMO and LUMO (spin up / spin down) at 11.361 / 6.102 eV.

CARTESIAN COORDINATES (ANGSTROEM)
C 0.5630 -1.0971 -1.6862
N 0.4989 -0.9109 -0.2693
C -0.4280 -1.7219 0.5134
C 0.9886 0.2917 0.2285
C -0.0465 1.3719 0.8050
N -0.8692 1.9186 -0.1917
O 0.7923 -2.0963 -2.2494
H 0.3176 -0.1448 -2.2013
H -1.0342 -2.3596 -0.1293
H 0.0527 -2.3731 1.2441
H -1.1089 -1.0205 0.9999
H 1.6857 0.7641 -0.4417
H 1.5274 0.1364 1.1755
H 0.4791 2.1730 1.3163
H -0.6464 0.8321 1.5530
H -1.6177 1.3553 -0.5717
H -1.1544 2.8812 -0.0952

***

Entry 9:
# C4H10N2O

The ion C4H10N2O with charge +1 in a non-equilibrium geometry (wB97M-V/def2-TZVPD, the Open Molecules 2025 dataset).

Its expectation value of S² is 0.76. For the strongest force on any atom, the calculation gives 2.650 eV Å⁻¹. The LUMO energy (spin up / spin down) is -4.093 / -8.881 eV. Its highest occupied orbital energy (spin up / spin down) is -13.704 / -13.682 eV. Its net charge is +1. As for the spin multiplicity: 2. The calculation puts the gap between HOMO and LUMO (spin up / spin down) at 9.611 / 4.801 eV.

CARTESIAN COORDINATES (ANGSTROEM)
O 1.7621 2.2118 0.6809
C 1.2016 1.6182 -0.1600
C 0.3946 0.1818 0.0671
C -1.0457 0.3394 -0.3612
C -1.6571 -1.0831 -0.6083
N -1.5110 -1.7790 0.7072
N 1.1848 -0.8862 -0.4244
H 1.1136 2.0815 -1.1974
H 0.5721 0.1538 1.1653
H -1.5156 0.8319 0.5213
H -1.1401 1.0546 -1.2225
H -2.7561 -0.9490 -0.7109
H -1.1666 -1.6224 -1.4760
H -1.0980 -2.7143 0.8285
H -2.4032 -1.7519 1.1887
H 2.1854 -0.8064 -0.2436
H 0.7335 -1.6988 0.0185

***

Entry 10:
# C4H10N2O2

The ion C4H10N2O2 with charge -1 in a non-equilibrium geometry (wB97M-V/def2-TZVPD, the Open Molecules 2025 dataset).

Its expectation value of S² is 0.76. For the strongest force on any atom, the calculation gives 2.362 eV Å⁻¹. The LUMO energy (spin up / spin down) is 4.186 / 2.208 eV. Its highest occupied orbital energy (spin up / spin down) is -3.589 / -3.405 eV. Its net charge is -1. As for the spin multiplicity: 2. The calculation puts the gap between HOMO and LUMO (spin up / spin down) at 7.776 / 5.613 eV.

CARTESIAN COORDINATES (ANGSTROEM)
O 0.3511 -2.3952 -0.0426
C -0.3696 -1.3416 -0.4248
N -0.9164 -0.5037 0.7008
C 0.1011 -0.3347 1.7687
N 0.4552 1.0700 1.9737
C 0.5142 -0.4359 -1.3518
C -0.0808 0.9454 -1.6788
O -0.0642 1.8084 -0.5608
H -1.1374 0.4884 0.3501
H -0.2040 -0.7526 2.7077
H 1.0094 -0.8537 1.4722
H -0.1820 1.4996 2.6276
H 0.3830 1.5738 1.0544
H 0.6834 -1.0816 -2.2463
H 1.4263 -0.3319 -0.8528
H 0.4552 1.4288 -2.5230
H -1.1356 0.7877 -1.9773
H -1.2889 -1.5712 -0.9970

***

Entry 11:
# C4H10N2O2

A cluster of 3 separate species, C4H10N2O2 in total in a non-equilibrium geometry (wB97M-V/def2-TZVPD, the Open Molecules 2025 dataset).

For the strongest force on any atom, the calculation gives 3.479 eV Å⁻¹. The LUMO energy is 0.159 eV. Its highest occupied orbital energy is -8.503 eV. Its net charge is 0. Its SMILES is Cc1cnc[nH]1.O.O. As for the spin multiplicity: 1. The calculation puts the gap between HOMO and LUMO at 8.662 eV.

CARTESIAN COORDINATES (ANGSTROEM)
C 1.2633 -1.8465 -0.9958
C 0.2909 -0.8609 -1.4994
C -1.0784 -0.6486 -1.5005
N -1.3717 0.6895 -1.6465
C -0.2355 1.3261 -1.6942
N 0.8270 0.4666 -1.6305
H 1.6684 -1.6535 0.0133
H 0.7659 -2.8320 -1.0512
H 2.2111 -1.9852 -1.5121
H -1.8554 -1.3215 -1.1713
H -0.2077 2.3644 -2.0043
H 1.6586 0.7093 -1.1023
H -1.7510 1.8520 2.9831
H -0.8858 1.9395 2.0597
O -1.7672 2.4064 2.1713
H 0.6842 0.0004 3.3350
H -0.4357 -0.6323 2.7642
O 0.2191 0.0264 2.4815

***

Entry 12:
# C4H10N2O2

A cluster of 2 separate species, C4H10N2O2 in total in a non-equilibrium geometry (wB97M-V/def2-TZVPD, the Open Molecules 2025 dataset).

For the strongest force on any atom, the calculation gives 4.477 eV Å⁻¹. The LUMO energy is 0.665 eV. Its highest occupied orbital energy is -9.512 eV. Its net charge is 0. Its SMILES is [H]/N=C\N.CCC(=O)O. As for the spin multiplicity: 1. The calculation puts the gap between HOMO and LUMO at 10.177 eV.

CARTESIAN COORDINATES (ANGSTROEM)
C -0.6114 0.6983 -0.9167
C -1.3699 1.6734 -0.0422
C 1.0021 0.4879 -0.3818
O 1.7736 0.1390 -1.4429
O 1.4443 1.2041 0.4961
H 2.6343 0.5648 -1.2677
H -1.1979 -0.1948 -1.1418
H -0.4424 1.1492 -1.8998
H -2.3039 1.9867 -0.5201
H -0.7814 2.5767 0.1457
H -1.6140 1.2430 0.9336
N 1.0191 -1.6965 0.4538
C -0.3764 -1.7781 0.7065
N -0.9350 -1.3200 1.7590
H 1.3347 -2.1327 -0.4080
H 1.6172 -1.4434 1.2373
H -0.2766 -0.7866 2.3292
H -0.9163 -2.3708 -0.0402

***

Copy entry 4 word for word.
# C4H10N2O

An isolated molecule of C4H10N2O in a non-equilibrium geometry (wB97M-V/def2-TZVPD, the Open Molecules 2025 dataset).

For the strongest force on any atom, the calculation gives 4.129 eV Å⁻¹. The LUMO energy is 0.944 eV. Its highest occupied orbital energy is -8.807 eV. Its net charge is 0. Its SMILES is NCNCCC=O. As for the spin multiplicity: 1. The calculation puts the gap between HOMO and LUMO at 9.751 eV.

CARTESIAN COORDINATES (ANGSTROEM)
C 0.5980 -0.1102 0.8965
C 0.2843 -1.5539 0.4494
C 1.2549 -1.9645 -0.6544
O 2.1705 -2.6399 -0.2540
N 0.5329 0.9786 -0.0819
C -0.7425 1.0019 -0.8788
N -1.6601 1.8537 -0.1581
H 1.5490 -0.0758 1.4951
H -0.1258 0.0551 1.7071
H 0.3952 -2.2489 1.2896
H -0.8165 -1.4090 0.3023
H 1.0424 -1.6283 -1.6765
H 0.8662 1.7713 0.4289
H -0.3389 1.5212 -1.7770
H -1.1458 0.0263 -1.1148
H -1.2128 2.6341 0.3229
H -2.6510 1.7883 -0.2964

***

Which formula does entry 2 have? C4H10N2O